[1]
Here is a structure of composition C23H62Br6N9O6P3 at a distorted geometry from OMol25. Energies are from wB97M-V/def2-TZVPD.

XYZ file:
```
109
Properties=species:S:1:pos:R:3:mulliken_spin:R:1
C -1.5569 -1.1326 -1.0826 0.00
Br -0.0539 -1.1997 -2.3292 0.00
Br -2.7388 -2.7596 -1.2126 0.00
Br -2.6584 0.5048 -1.3210 0.00
H -1.0971 -1.2075 -0.0971 0.00
C 0.1268 0.7134 2.8230 0.00
Br 0.0452 -1.3084 3.1729 0.00
Br 1.9241 1.4894 2.7268 0.00
Br -0.9621 1.5086 4.2454 0.00
H -0.3150 0.8646 1.8381 0.00
O 0.3326 5.9689 -1.7727 0.00
P -0.3764 6.0800 -0.4414 0.00
N 0.5333 5.8263 1.0719 0.00
C -0.2323 5.8344 2.3365 0.00
C 1.7956 5.2230 1.1373 0.00
N -1.7413 5.0458 -0.3152 0.00
C -1.4647 3.5517 -0.2798 0.00
C -3.1189 5.4105 -0.8906 0.00
N -1.0710 7.6266 -0.1492 0.00
C -1.8984 8.0079 0.8871 0.00
C -1.0698 8.6845 -1.1300 0.00
H -1.0453 5.1334 2.1475 0.00
H -0.5562 6.7979 2.7302 0.00
H 0.3388 5.3711 3.1410 0.00
H 2.3294 5.1753 0.1881 0.00
H 1.6809 4.2230 1.5554 0.00
H 2.4475 5.7851 1.8059 0.00
H -1.0730 3.2811 0.7008 0.00
H -2.4252 3.0931 -0.5150 0.00
H -0.6545 3.2778 -0.9556 0.00
H -3.0677 5.4463 -1.9788 0.00
H -3.8993 4.6696 -0.7169 0.00
H -3.3784 6.3502 -0.4031 0.00
H -1.6184 8.9258 1.4039 0.00
H -2.9100 8.1122 0.4947 0.00
H -2.1152 7.1373 1.5061 0.00
H -0.1347 8.7015 -1.6899 0.00
H -1.0805 9.6629 -0.6497 0.00
H -1.9148 8.5538 -1.8060 0.00
O 0.8772 -7.9556 1.2456 0.00
P -0.4845 -7.4330 1.1895 0.00
N -1.5465 -8.0585 2.3698 0.00
C -1.0249 -8.4980 3.6720 0.00
C -3.0152 -7.8312 2.3758 0.00
N -1.2627 -7.8640 -0.3460 0.00
C -0.9400 -9.1910 -0.9418 0.00
C -2.4947 -7.1887 -0.8448 0.00
N -0.5353 -5.7237 1.4076 0.00
C -0.4196 -5.0630 2.7033 0.00
C -0.0177 -4.8018 0.3446 0.00
H -1.6944 -9.1678 4.2116 0.00
H -0.6923 -7.5972 4.1878 0.00
H -0.1253 -9.0845 3.4853 0.00
H -3.5480 -8.1165 3.2829 0.00
H -3.6179 -8.3210 1.6109 0.00
H -3.3332 -6.8205 2.1198 0.00
H -0.7604 -9.2319 -2.0161 0.00
H 0.0183 -9.4182 -0.4747 0.00
H -1.6664 -9.9491 -0.6488 0.00
H -2.2518 -6.2973 -1.4232 0.00
H -3.0464 -7.8244 -1.5373 0.00
H -3.0930 -6.8118 -0.0152 0.00
H 0.3517 -5.4710 3.3565 0.00
H 0.0508 -4.0921 2.5476 0.00
H -1.2318 -5.1884 3.4193 0.00
H 1.0161 -4.5170 0.5399 0.00
H -0.5308 -3.8402 0.3553 0.00
H -0.0896 -5.3319 -0.6052 0.00
O 6.2127 1.2316 -1.8569 0.16
P 4.9123 1.7147 -2.3570 -0.04
N 4.0337 0.3302 -2.9685 0.71
C 3.6569 -0.6440 -1.9719 0.00
C 4.4551 -0.2468 -4.2808 -0.02
N 5.0302 2.7834 -3.6798 0.00
C 6.3343 3.2698 -4.1789 0.00
C 3.8878 3.2246 -4.4843 0.00
N 3.9121 2.4373 -1.1376 0.05
C 2.4778 2.6100 -1.2376 0.01
C 4.5707 3.2092 -0.0414 -0.01
H 3.5871 -0.1834 -0.9865 0.00
H 4.4058 -1.4269 -1.8525 0.04
H 2.6934 -1.0369 -2.2965 0.03
H 5.3150 -0.9067 -4.1653 0.03
H 4.9332 0.5722 -4.8181 0.00
H 3.6207 -0.7154 -4.8026 0.02
H 6.3595 4.3555 -4.0856 0.00
H 7.1357 2.9299 -3.5230 0.00
H 6.5136 2.8336 -5.1616 0.00
H 4.0012 2.9361 -5.5293 0.00
H 2.8569 2.9288 -4.2899 0.00
H 3.7450 4.3031 -4.4171 0.00
H 2.3428 3.5410 -1.7882 0.01
H 1.9064 1.9984 -1.9359 0.00
H 1.8952 2.7547 -0.3278 0.00
H 5.6297 3.3417 -0.2629 0.00
H 4.4836 2.7352 0.9363 0.01
H 4.1545 4.2072 0.0960 0.00
C -5.2490 0.2960 1.2487 0.00
O -5.4634 -1.1312 1.6350 0.00
C -4.5460 -1.8325 2.4111 0.00
O -3.8266 -1.4278 3.2291 0.00
O -4.7953 -3.0940 2.1127 0.00
C -4.0579 -4.0991 2.7038 0.00
H -4.8129 0.8473 2.0817 0.00
H -6.2520 0.7054 1.1279 0.00
H -4.7170 0.3215 0.2977 0.00
H -3.8718 -4.1205 3.7775 0.00
H -3.0351 -4.2828 2.3750 0.00
H -4.6530 -5.0111 2.6568 0.00
```

## Properties
- DFT total energy (eV) = -498664.766
- spin multiplicity = 2
- net charge = +1
- largest force on an atom (hartree/bohr) = 0.083

---

[2]
Here is an isolated molecule of C7H14 at a distorted geometry from OMol25. Energies are from wB97M-V/def2-TZVPD.

XYZ file:
```
21
Properties=species:S:1:pos:R:3:lowdin_charge:R:1
C -0.3985 1.6957 -2.2153 -0.11
C -0.8783 0.4857 -1.4430 -0.27
C 0.2364 -0.4818 -0.9905 -0.22
C 1.0361 0.0343 0.2004 -0.23
C 0.2286 0.3356 1.4721 -0.22
C -0.4876 -0.8952 2.0043 -0.19
C 0.1436 -1.9658 2.4308 -0.01
H -1.2081 2.3334 -2.5534 0.07
H 0.2570 2.3247 -1.6063 0.07
H 0.1729 1.3775 -3.0831 0.07
H -1.4550 -0.1307 -2.1377 0.10
H -1.5468 0.5969 -0.5982 0.09
H 0.9672 -0.6414 -1.7788 0.11
H -0.2419 -1.4251 -0.7348 0.10
H 1.8405 -0.6486 0.4968 0.10
H 1.5938 0.9365 -0.0837 0.10
H 0.8987 0.7360 2.2315 0.11
H -0.5063 1.1153 1.2839 0.09
H -1.5730 -0.8250 2.0302 0.10
H 1.2275 -2.0390 2.3961 0.06
H -0.3067 -2.9190 2.6787 0.05
```

## Properties
- energy above the lowest of the compared OMol25 structures with the same formula, charge and spin (kcal/mol) = 23.41
- largest force on an atom (hartree/bohr) = 0.038

---

[3]
Here is a cluster of 9 separate species, C27H58Cl4F6O19S5 in total at a distorted geometry from OMol25. Energies are from wB97M-V/def2-TZVPD.

XYZ file:
```
119
Properties=species:S:1:pos:R:3:lowdin_charge:R:1
O -3.6136 -5.6334 -1.9466 -0.28
S -4.4434 -4.8326 -1.0891 0.60
O -4.0219 -4.6348 0.2779 -0.29
O -4.8099 -3.4179 -1.7897 -0.26
C -3.8460 -2.8944 -2.7290 -0.26
C -4.2718 -1.4514 -3.1697 -0.04
C -6.0894 -5.4773 -0.9231 -0.12
H -3.7618 -3.4895 -3.6174 0.11
H -2.8561 -2.9028 -2.2308 0.11
H -3.4961 -1.0404 -3.9557 0.12
H -4.2708 -0.7519 -2.3235 0.03
H -5.2264 -1.6039 -3.6028 0.06
H -6.6265 -5.3846 -1.9058 0.09
H -6.5839 -4.8479 -0.2334 0.05
H -5.9829 -6.5061 -0.6299 0.07
O -5.3528 1.5489 1.0119 -0.26
S -4.7724 1.9684 -0.2133 0.58
O -4.1803 1.1216 -1.2206 -0.31
O -5.8254 2.7287 -1.1149 -0.26
C -6.7459 3.6265 -0.4819 -0.26
C -8.1946 3.1986 -0.6289 -0.05
C -3.5922 3.2180 0.1627 -0.11
H -6.5508 4.4771 -1.1593 0.14
H -6.4204 3.7435 0.5387 0.11
H -8.8309 4.0667 -0.7246 0.08
H -8.4609 2.6752 0.2789 0.07
H -8.1758 2.5180 -1.4652 0.08
H -2.8093 2.8251 0.7789 0.05
H -4.1435 3.9541 0.7276 0.04
H -3.3172 3.6500 -0.7878 0.02
O 3.9454 -2.7390 0.4151 -0.31
S 5.4133 -2.9274 0.1908 0.61
O 6.1123 -1.8327 -0.4041 -0.26
O 6.1379 -3.2981 1.5459 -0.27
C 5.6446 -3.2957 2.8651 -0.28
C 6.2287 -4.5027 3.5245 -0.07
C 5.7662 -4.3660 -0.6801 -0.12
H 4.5932 -3.4202 2.7903 0.10
H 5.8176 -2.2974 3.3004 0.14
H 6.0474 -5.4550 2.9817 0.09
H 5.9813 -4.5708 4.6062 0.09
H 7.3309 -4.3253 3.4898 0.09
H 5.2747 -5.2464 -0.2919 0.08
H 6.8510 -4.5251 -0.7231 0.09
H 5.3661 -4.2296 -1.6783 0.06
O -1.4311 3.8474 3.0838 -0.25
S -2.7330 4.0423 3.5869 0.57
O -3.8255 4.4823 2.7576 -0.29
O -3.2330 2.7806 4.4321 -0.24
C -3.3789 1.6099 3.6143 -0.28
C -4.4086 0.6350 4.1901 -0.05
C -2.5677 5.2253 4.9343 -0.12
H -2.3926 1.0847 3.5374 0.12
H -3.5966 1.8666 2.5864 0.06
H -4.1978 0.4242 5.2749 0.10
H -4.4610 -0.2906 3.6716 0.06
H -5.4153 1.0576 4.1342 0.08
H -1.7460 5.0111 5.6388 0.08
H -3.5807 5.2428 5.4816 0.10
H -2.4307 6.1327 4.3897 0.05
O -1.3531 0.4908 1.4512 -0.29
S -1.1726 -0.4579 0.3399 0.57
O -1.1443 -0.0454 -1.0121 -0.26
O 0.1780 -1.2566 0.4579 -0.27
C 0.9855 -1.2046 1.6298 -0.23
C 1.9467 -0.0316 1.4912 -0.04
C -2.3275 -1.7634 0.4316 -0.11
H 1.5294 -2.1324 1.7386 0.11
H 0.2173 -1.0211 2.3729 0.10
H 1.8119 0.4545 0.5070 0.09
H 2.9358 -0.3412 1.6406 0.04
H 1.6785 0.7445 2.2763 0.10
H -1.9592 -2.5165 -0.1678 0.01
H -3.3373 -1.4123 0.0546 0.10
H -2.4218 -2.2014 1.4302 0.09
C 7.9297 0.7429 -2.7050 -0.08
C 7.2928 -0.3351 -3.4847 -0.15
O 5.8113 -0.0625 -3.3385 0.02
C 4.9768 -1.0379 -3.0917 -0.43
O 5.1849 -2.2276 -3.2278 0.12
C 3.6123 -0.5892 -2.6148 -0.58
F 2.9711 -1.4994 -1.9524 0.19
F 3.7160 0.4525 -1.7683 0.16
F 2.9068 -0.2977 -3.7153 0.17
H 7.4044 0.9745 -1.7774 0.09
H 7.9841 1.7151 -3.1840 0.08
H 8.9476 0.4558 -2.3922 0.09
H 7.5521 -1.3467 -3.0458 0.14
H 7.3780 -0.3634 -4.6107 0.15
C 2.5109 4.8362 -0.5244 -0.07
C 1.8787 4.2329 0.7129 -0.16
O 2.8091 3.5840 1.6677 0.04
C 3.7219 4.3112 2.2485 -0.43
O 3.9212 5.4641 2.0383 0.18
C 4.4305 3.3665 3.2011 -0.52
F 4.7973 2.1592 2.6530 0.13
F 5.5630 3.9841 3.6135 0.14
F 3.7566 3.0074 4.2600 0.20
H 3.1344 4.1563 -1.1424 0.09
H 3.1019 5.7788 -0.2752 0.10
H 1.6875 5.1494 -1.1326 0.07
H 1.1801 3.4459 0.4609 0.11
H 1.2430 5.0411 1.1234 0.13
Cl 0.6007 -4.2223 -3.5963 0.50
C 1.0157 -5.3197 -2.1600 -0.55
C 1.0928 -4.4220 -0.9339 -0.74
Cl 1.3454 -5.2674 0.5518 0.61
H 2.0122 -5.6449 -2.3236 0.05
H 0.2229 -6.1029 -2.1358 0.09
H 0.1661 -3.9190 -0.8671 0.03
H 1.8769 -3.6835 -1.0304 0.04
Cl 0.0462 3.1295 -4.6042 0.52
C -0.9290 2.1334 -3.4596 -0.61
C -2.4474 2.4396 -3.7395 -0.56
Cl -2.7471 4.1694 -3.2773 0.54
H -0.7089 2.4221 -2.4593 0.04
H -0.7587 1.1091 -3.6174 0.05
H -3.1191 1.8004 -3.2556 0.02
H -2.4792 2.4029 -4.8096 0.04
```

## Properties
- DFT total energy (eV) = -188409.752
- largest force on an atom (hartree/bohr) = 0.078

---

[4]
Here is a structure of composition C7H7AlCl2F4NO3 at a distorted geometry from OMol25. Energies are from wB97M-V/def2-TZVPD.

XYZ file:
```
25
Properties=species:S:1:pos:R:3:lowdin_charge:R:1
C 0.2071 -0.6260 -1.4759 -0.13
C 0.6858 0.7771 -1.1031 -0.71
Cl 0.4045 1.8724 -2.4853 0.60
C 0.0840 1.2462 0.2931 -0.59
Cl -0.1372 3.0094 0.2836 0.67
C 1.1097 0.8670 1.3161 -0.10
C 1.3950 -0.3694 1.7664 -0.17
N 0.7369 -1.5917 1.6061 0.13
C 2.7708 -0.2511 2.3404 -0.38
O 3.6361 -1.0595 2.2018 0.17
O 3.0661 1.0799 2.6168 0.14
C 1.9458 1.7698 2.1658 -0.40
O 1.5613 2.7645 2.6961 0.14
H -0.5674 -0.9634 -0.7916 0.06
H -0.2276 -0.6908 -2.4630 0.06
H 1.0129 -1.3583 -1.4297 0.08
H 1.7650 0.7498 -0.9982 0.09
H -0.8637 0.7311 0.4107 0.11
H -0.1410 -1.5514 2.1065 0.11
H 0.5316 -1.8514 0.6525 0.07
F -4.3821 0.3893 -2.8556 -0.19
Al -3.8093 -0.9078 -1.9428 -0.18
F -3.4261 -0.3855 -0.3677 -0.20
F -2.3913 -1.5150 -2.6517 -0.19
F -4.9669 -2.1353 -1.8912 -0.20
```

## Properties
- DFT total energy (eV) = -57527.728
- net charge = -1
- largest force on an atom (hartree/bohr) = 0.037